The following is a quantum chemistry calculation of C10H13N2O6V as an isolated structure at a distorted geometry, from the OMol25 dataset.

Atoms and positions in Å:
O (0.53857, 3.94342, -3.64496)
C (0.41461, 2.99076, -3.00525)
V (0.05194, -0.73330, -0.35357)
O (0.15576, 1.42083, 1.80409)
C (0.10770, 0.59602, 0.96964)
C (-0.14922, -2.61570, 0.14459)
O (-0.25989, -3.77088, 0.25316)
C (1.65244, -0.55661, -1.31480)
O (2.67123, -0.45896, -1.87762)
C (-1.36377, -0.31863, -1.50934)
O (-2.27353, -0.08652, -2.20637)
H (0.29003, 1.79767, -2.16392)
C (2.08400, -2.04108, 3.04539)
N (1.04725, -1.56369, 3.93454)
C (1.41431, -1.31680, 5.31053)
C (-0.18602, -1.43130, 3.37223)
O (-0.34135, -1.82739, 2.18080)
N (-1.25952, -0.87454, 4.00102)
C (-1.27322, -0.22804, 5.29452)
C (-2.44150, -0.71507, 3.17945)
H (2.95646, -2.29702, 3.64484)
H (2.36976, -1.26086, 2.32240)
H (1.74026, -2.91921, 2.48788)
H (1.43527, -0.24491, 5.54730)
H (0.74333, -1.84057, 6.00106)
H (2.42194, -1.71355, 5.44286)
H (-0.54997, 0.59466, 5.35962)
H (-2.27479, 0.18147, 5.42904)
H (-1.09261, -0.94796, 6.10029)
H (-2.30884, 0.09543, 2.44893)
H (-2.64217, -1.64411, 2.63832)
H (-3.27736, -0.46943, 3.83230)

Cartesian forces (eV/Å) of the 6 atoms listed first:
-0.495 -4.178 2.886
0.347 3.357 -2.403
-0.223 -0.384 0.502
-0.114 -2.841 -2.502
0.245 5.072 3.858
-1.022 -6.508 -0.186

Results
Charge: +1
Spin multiplicity: 4
Electronic energy in Eh: -1893.3421
<S²>: 3.94

The following is a quantum chemistry calculation of a 3-piece molecular cluster, C3H14N2O2S overall at a distorted geometry, from the OMol25 dataset.

Atoms and positions in Å:
N (0.26801, 2.13841, 1.89456)
C (-0.66970, 1.26404, 1.11689)
C (-0.13308, 0.44881, -0.00734)
N (-1.27553, -0.10127, -0.79897)
C (0.79638, -0.73699, 0.46631)
S (2.49955, -0.29527, 0.75054)
H (0.76589, 2.73975, 1.24660)
H (0.85384, 1.54070, 2.45745)
H (-1.58877, 1.81807, 0.83145)
H (-1.10135, 0.71599, 1.97025)
H (0.55121, 0.90029, -0.72081)
H (-2.11745, 0.16598, -0.29056)
H (-1.32942, -1.11168, -0.68139)
H (0.73088, -1.53748, -0.27764)
H (0.11243, -1.21343, 1.20700)
H (2.31817, 0.97280, 1.03485)
O (0.62650, 0.97584, -2.80672)
H (-0.07553, 1.54198, -3.13976)
H (0.40802, 0.08311, -3.13261)
O (-0.81845, -3.22030, -0.22950)
H (-0.84417, -3.69698, -1.08514)
H (0.02255, -3.39236, 0.19455)

Cartesian forces (eV/Å) of the 6 atoms listed first:
-1.162 -0.130 -1.255
-0.404 1.451 2.293
0.922 -2.102 -1.086
-0.298 -0.115 0.982
-2.877 -0.254 -0.105
0.369 -0.987 0.184

Results
Electronic energy in Eh: -780.8251
SMILES: NC[C@H](N)CS.O.O